1.
14
Properties=species:S:1:pos:R:3:forces:R:3 method="wB97M-V/def2-TZVPD" relative_energy_kcal_mol=90.7 multiplicity=1 charge=0 orbital_gap_ev=9.4 smiles="C/C=C/O.C#C"
C 1.6568 1.4164 1.4310 0.60 -0.25 4.37
C 0.6755 0.6878 0.7086 -1.51 -1.80 -1.58
C 0.3509 -0.5772 0.9483 -0.96 1.12 -1.27
O -0.6517 -1.2170 0.3237 -0.47 -0.55 -0.44
H 2.4330 1.6936 0.8397 2.23 1.55 -1.92
H 2.2308 0.8543 2.2809 -1.49 0.55 -1.33
H 1.1490 2.2603 1.9105 0.58 0.28 -0.03
H 0.1865 1.1813 -0.1724 0.26 -0.31 0.99
H 0.7727 -1.2794 1.5780 1.29 -0.63 1.79
H -0.9853 -0.6388 -0.3628 -0.35 -0.11 -0.34
C -2.1120 -0.5541 -2.2632 -0.16 0.64 0.53
C -1.8873 -1.7087 -2.4703 -0.77 3.21 0.55
H -2.2548 0.4550 -1.9224 -0.18 -0.31 -0.32
H -1.5640 -2.5736 -2.8296 0.93 -3.39 -1.01

2.
14
Properties=species:S:1:pos:R:3:forces:R:3 method="wB97M-V/def2-TZVPD" relative_energy_kcal_mol=127.7 multiplicity=1 charge=0 orbital_gap_ev=8.7
C 0.4910 -0.8655 -1.4766 0.09 -0.05 -0.01
C 0.2557 0.3898 -0.6598 -0.47 0.16 0.28
C -1.6624 0.6776 0.7193 0.11 -0.45 0.33
C -0.5147 0.4727 1.6368 0.59 -0.06 -0.16
O 0.2294 -0.7968 1.5484 -0.31 0.73 -0.25
C 0.6934 0.3354 0.8079 -0.18 -0.04 0.08
H 0.0915 -1.7371 -0.9443 0.10 0.19 -0.16
H 1.5717 -1.0211 -1.6222 -0.29 0.03 0.04
H 0.0218 -0.7984 -2.4670 0.12 -0.01 0.27
H 0.6383 1.3039 -1.1390 -0.04 -0.25 0.14
H -2.1136 -0.3205 0.5220 0.13 0.29 -0.05
H -0.8841 0.6968 -0.6185 0.48 -0.20 -0.22
H -0.5064 0.9650 2.6124 -0.02 -0.23 -0.26
H 1.6884 0.6984 1.0809 -0.31 -0.12 -0.03

3.
14
Properties=species:S:1:pos:R:3:forces:R:3 method="wB97M-V/def2-TZVPD" relative_energy_kcal_mol=95.0 multiplicity=1 charge=0 orbital_gap_ev=8.6
C -0.8353 -0.8160 0.5668 0.20 -0.42 -0.33
C -0.3427 -0.8774 -0.8632 0.15 0.04 -0.39
C 0.8877 0.0161 -0.9128 0.74 -0.53 0.20
O 0.5850 1.3557 -0.5948 0.08 0.10 -0.45
C 0.1544 1.4312 0.7392 0.38 0.06 -0.01
C -0.5290 0.3485 1.3396 -1.30 0.64 1.57
H -1.8889 -1.0063 0.6980 -0.60 -0.11 0.08
H -0.4102 -1.5743 1.2204 0.23 -0.66 0.00
H -1.0985 -0.5102 -1.5660 0.10 -0.02 0.08
H -0.0853 -1.9017 -1.1509 0.00 0.11 -0.06
H 1.3686 0.0322 -1.8873 0.02 -0.08 -0.03
H -0.4217 2.3318 0.8973 -0.35 0.41 -0.03
H 0.9737 1.5640 1.4545 0.69 0.14 0.02
H 1.6189 -0.3895 -0.1513 -0.34 0.33 -0.66

4.
14
Properties=species:S:1:pos:R:3:forces:R:3 method="wB97M-V/def2-TZVPD" relative_energy_kcal_mol=36.2 multiplicity=1 charge=0 orbital_gap_ev=10.4 smiles="C1=CCOCC1"
C -0.6495 0.9777 0.6227 1.27 -0.63 1.58
C 0.0898 0.1382 1.3865 -0.27 1.59 -0.03
C 0.9430 -1.0196 0.8374 -0.60 2.02 -0.62
O 1.1580 -0.8110 -0.5889 -0.11 -0.35 1.75
C -0.0363 -0.5111 -1.2446 -0.36 -0.11 -1.99
C -0.6935 0.7924 -0.8407 -0.66 0.71 -0.11
H -1.0265 1.8691 1.1575 -0.11 -0.51 -0.75
H 0.2031 0.5465 2.4139 0.13 -1.15 -0.45
H 0.3877 -1.9482 1.0277 0.70 -0.20 -0.03
H 1.9480 -0.8991 1.2655 -0.43 -0.77 0.11
H 0.3291 -0.3095 -2.2864 -0.78 -0.87 0.54
H -0.7711 -1.3608 -1.1758 0.65 0.54 -0.21
H -1.7143 0.9322 -1.2382 0.21 -0.62 0.09
H -0.1675 1.6032 -1.3365 0.36 0.34 0.11